ORCA calculation (ωB97M-V/def2-TZVPD) on C6H12N as an isolated structure in a non-equilibrium geometry.

Each line ends with the Mulliken spin population.
Cartesian coordinates (Å):
H (-1.9168, 2.1527, -1.6329)  -0.002
H (0.3555, -2.4257, 2.2291)  0.048
C (0.8549, -0.9232, 1.0861)  0.871
H (-0.6209, 2.8160, -0.4625)  0.000
H (-0.1089, 1.0015, 1.8078)  0.011
H (-1.0108, -0.1719, -1.5936)  0.048
C (-1.2149, 1.8692, -0.8450)  0.005
C (0.7426, 0.5207, 1.2945)  -0.010
C (-0.2340, -1.9416, 1.4578)  0.008
H (-1.1077, -1.5787, 2.1024)  0.010
N (0.7522, 0.4205, -0.2994)  0.845
H (1.7310, 0.9677, 1.5601)  0.043
C (1.6104, -0.7583, -0.2068)  0.016
H (2.6422, -0.4562, -0.0184)  0.042
H (-1.9400, 1.7121, -0.0063)  0.002
H (0.2109, 1.1091, -2.1539)  0.047
C (-0.3441, 0.7080, -1.2331)  0.002
H (1.4231, -1.4867, -0.9800)  0.007
H (-0.4932, -2.6797, 0.7110)  0.007

Lowest unoccupied orbital energy (alpha / beta) = -2.7 / -7.2 eV
ΔE to the lowest compared entry with this formula, charge and spin = 27.5 kcal per mole
Net charge = +1
Spin multiplicity = 3
Highest occupied orbital energy (alpha / beta) = -11.975 / -16.321 eV